C31H27NO4 | ωB97M-V/def2-TZVPD

Computed properties:
E_LUMO = -0.02291 Ha
energy = -1553.1328 a.u.
gap between HOMO and LUMO = 7.179 eV

Element x y z (Å)
C 3.429 -0.625 3.632
C 2.115 0.044 3.862
O 1.182 -0.618 2.954
C -0.033 -0.054 3.018
C -1.084 -0.795 2.256
C -2.416 -0.808 2.869
C -2.911 0.300 3.599
C -4.262 0.391 3.939
C -5.160 -0.616 3.555
C -4.683 -1.732 2.856
C -3.330 -1.832 2.526
C -0.610 -1.948 1.582
N -0.296 -2.804 0.838
O -0.199 1.055 3.519
H 4.149 -0.190 4.327
H 3.334 -1.699 3.823
H 3.759 -0.446 2.602
H 1.746 -0.085 4.892
H 2.163 1.111 3.614
H -2.219 1.084 3.898
H -4.601 1.245 4.533
H -6.222 -0.534 3.801
H -5.354 -2.548 2.571
H -2.989 -2.718 1.991
C -4.735 -2.950 -3.741
O -4.981 -2.237 -2.505
C -4.002 -1.463 -1.966
C -4.272 -0.810 -0.734
C -3.254 -0.167 -0.075
C -1.916 -0.222 -0.525
C -0.894 0.219 0.422
C 0.496 0.392 -0.025
C 1.191 1.523 0.444
C 2.455 1.843 -0.010
C 3.118 0.976 -0.887
O 4.454 1.265 -1.193
C 4.792 1.831 -2.427
C 5.521 3.023 -2.389
C 5.830 3.669 -3.583
C 5.491 3.088 -4.811
C 4.835 1.848 -4.828
C 4.471 1.209 -3.634
C 2.493 -0.193 -1.324
C 1.213 -0.499 -0.853
C -1.694 -0.730 -1.821
C -2.716 -1.330 -2.538
H -5.681 -3.451 -3.945
H -4.482 -2.265 -4.558
H -3.932 -3.685 -3.611
H -5.284 -0.889 -0.333
H -3.496 0.385 0.834
H -1.232 1.011 1.112
H 0.701 2.171 1.173
H 2.960 2.750 0.320
H 5.806 3.425 -1.419
H 6.343 4.631 -3.548
H 5.727 3.603 -5.749
H 4.598 1.366 -5.777
H 3.974 0.238 -3.625
H 3.016 -0.864 -2.009
H 0.797 -1.477 -1.109
H -0.712 -0.681 -2.280
H -2.506 -1.731 -3.528



C4H13NO2 | ωB97M-V/def2-TZVPD

Computed properties:
E_LUMO = 0.02342 Ha
energy = -365.2930 a.u.
gap between HOMO and LUMO = 9.423 eV
SMILES = C=CNCC.O.O

Element x y z (Å)
C 0.945 -1.012 -1.695
C 1.293 -1.026 -0.422
N 0.700 0.264 0.190
C 0.499 -0.111 1.660
C -0.300 -1.431 2.002
H 0.511 -1.778 -2.450
H 0.761 -0.061 -2.134
H 1.873 -1.589 0.268
H 1.477 1.016 -0.118
H -0.121 0.745 2.025
H 1.441 -0.145 2.316
H -1.091 -1.404 2.891
H 0.411 -2.224 2.363
H -0.820 -1.643 1.046
H 0.236 1.970 -0.728
H 0.034 3.509 -1.047
O -0.175 2.562 -1.417
H -2.749 0.661 0.069
H -1.529 0.492 -0.614
O -2.320 -0.052 -0.394



C19H28AsBr3ClF8ILiN2O6PV | ωB97M-V/def2-TZVPD

Computed properties:
E_LUMO = -0.13275 Ha
energy = -14108.2422 a.u.
gap between HOMO and LUMO = 1.534 eV
total charge = -1

Element x y z (Å)
C -5.948 2.321 -1.649
C -5.419 0.842 -1.081
Br -4.639 1.250 0.754
C -4.359 0.100 -2.088
Br -5.338 -1.211 -3.306
N -3.241 -0.556 -1.297
C -1.863 0.101 -1.143
C -0.633 -0.566 -0.248
C -0.961 -2.014 0.496
C 0.257 -2.636 1.422
C 1.076 -1.519 2.359
C 2.343 -2.055 3.278
N 2.738 -3.523 3.259
I 4.381 -4.152 4.410
C 2.003 -4.605 2.457
C 0.705 -4.214 1.484
C -2.425 -2.721 0.281
C -3.558 -1.922 -0.652
H -5.140 3.099 -1.285
H -5.985 2.376 -2.818
H -6.969 2.569 -1.118
H -6.327 0.107 -0.864
H -3.827 0.854 -2.843
H -1.723 1.144 -1.680
H 0.391 0.003 -0.179
H 0.720 -0.384 2.329
H 2.897 -1.233 3.923
H 2.404 -5.723 2.547
H 0.112 -5.003 0.852
H -2.702 -3.763 0.764
H -4.595 -2.464 -0.749
F -6.352 -1.508 2.943
As -5.380 -3.028 3.159
F -5.689 -3.472 1.425
F -6.884 -3.918 3.655
F -4.409 -4.548 3.375
F -5.071 -2.584 4.894
F -3.876 -2.138 2.664
F -4.773 -4.220 -1.738
O -3.907 -4.508 -6.018
V -5.592 -4.089 -5.755
O -7.278 -3.670 -5.491
O 2.850 1.696 0.504
P 3.569 3.062 0.384
O 3.272 3.211 -1.237
C 1.987 3.680 -1.613
C 1.808 5.149 -1.273
O 5.076 2.354 0.323
C 5.318 1.069 0.880
C 5.172 -0.007 -0.184
O 4.372 4.589 0.251
C 5.706 4.754 -0.222
C 5.938 4.325 -1.663
H 1.213 3.073 -1.133
H 1.894 3.544 -2.695
H 1.810 5.301 -0.189
H 0.859 5.526 -1.666
H 2.626 5.748 -1.685
H 4.671 0.883 1.744
H 6.347 1.062 1.255
H 4.223 0.072 -0.727
H 5.236 -1.003 0.261
H 5.964 0.091 -0.933
H 6.410 4.267 0.462
H 5.920 5.827 -0.154
H 5.796 3.252 -1.805
H 6.959 4.565 -1.971
H 5.239 4.835 -2.335
Br 3.663 -2.738 1.019
Li 6.491 -5.188 3.052
Cl -0.628 -4.230 3.498
F -4.924 4.412 -2.874



C12H13N2O2SSbSe4V | ωB97M-V/def2-TZVPD

Computed properties:
E_LUMO (alpha / beta) = -0.04991 / -0.06785 Ha
spin multiplicity = 4
expectation value of S² = 3.788
energy = -11913.3572 a.u.
gap between HOMO and LUMO (alpha / beta) = 6.038 / 5.567 eV

Element x y z (Å)
V -0.406 -0.019 0.329
C -1.893 -0.996 -2.724
C -1.873 -1.938 -1.568
C -1.939 -3.342 -1.742
C -1.717 -4.167 -0.688
C -1.494 -3.641 0.613
C -1.206 -4.419 1.745
C -1.003 -3.798 2.947
C -1.126 -2.410 3.080
C -1.470 -1.598 2.016
S -1.768 0.133 2.195
C -1.596 -2.243 0.742
N -1.741 -1.435 -0.360
H -2.461 -1.406 -3.557
H -0.869 -0.817 -3.068
H -2.309 -0.033 -2.427
H -2.107 -3.743 -2.732
H -1.704 -5.241 -0.832
H -1.142 -5.495 1.649
H -0.761 -4.385 3.823
H -0.991 -1.951 4.051
N 3.473 0.563 -1.924
C 3.251 0.546 -0.458
C 1.929 -0.123 -0.191
O 1.235 -0.506 -1.155
O 1.472 -0.186 0.995
H 3.517 1.559 -2.256
H 2.610 0.221 -2.414
H 4.274 0.018 -2.228
H 3.165 1.579 -0.114
H 4.066 0.061 0.073
Se -1.383 4.486 -3.480
Sb 0.173 2.898 -2.620
Se 2.553 3.563 -2.546
Se 1.052 1.143 -4.134
Se -0.905 2.163 -0.459



CHNS4 | ωB97M-V/def2-TZVPD

Computed properties:
E_LUMO (alpha / beta) = -0.02198 / -0.02949 Ha
energy = -1686.0237 a.u.
gap between HOMO and LUMO (alpha / beta) = 7.599 / 6.810 eV

Element x y z (Å)
C -0.841 0.497 0.094
N 1.186 0.094 1.224
S -1.999 0.621 1.141
S 1.991 -0.319 -0.170
S 1.368 -1.601 1.285
S -0.326 0.483 -1.482
H -1.380 0.225 -2.092



C4H7NO2 | ωB97M-V/def2-TZVPD

Computed properties:
E_LUMO (alpha / beta) = 0.00525 / 0.00525 Ha
energy = -361.6474 a.u.
gap between HOMO and LUMO (alpha / beta) = 8.221 / 8.222 eV

Element x y z (Å)
C 1.755 -0.123 0.722
C 0.412 -0.053 0.093
N -0.684 -0.527 0.539
O -0.668 -1.277 1.701
C -0.073 0.562 -1.250
C -1.521 0.451 -0.903
O 0.026 1.830 -1.584
H 2.105 -1.159 0.786
H 2.463 0.469 0.137
H 1.710 0.271 1.742
H -1.598 -1.476 1.872
H 0.212 -0.194 -2.027
H -2.264 -0.049 -1.530
H -1.874 1.276 -0.297



C20H20N2O4S | ωB97M-V/def2-TZVPD

Computed properties:
E_LUMO = 0.01607 Ha
energy = -1582.7767 a.u.
gap between HOMO and LUMO = 8.207 eV
SMILES = COc1cccc(CC(=O)Nc2nc(-c3cc(OC)ccc3OC)cs2)c1

Element x y z (Å)
C -3.195 -3.481 -3.324
H -2.116 -3.310 -3.261
O -3.870 -2.931 -2.219
C -3.777 -1.591 -2.000
C -4.442 -1.109 -0.871
C -4.405 0.235 -0.569
C -3.704 1.119 -1.375
C -3.030 0.649 -2.491
C -3.076 -0.704 -2.806
H -2.549 -1.050 -3.682
C -2.267 1.593 -3.389
C -1.723 2.783 -2.637
O -2.092 3.919 -2.828
N -0.769 2.555 -1.673
C -0.105 1.445 -1.226
N 0.602 1.498 -0.155
C 1.247 0.323 0.118
C 1.015 -0.658 -0.803
S -0.036 -0.106 -2.049
H 1.384 -1.659 -0.827
C 2.074 0.257 1.317
C 2.086 1.366 2.153
C 2.846 1.406 3.317
C 3.613 0.299 3.649
C 3.612 -0.816 2.824
C 2.859 -0.863 1.662
O 2.835 -1.940 0.821
C 3.632 -3.058 1.131
H 3.464 -3.770 0.325
H 3.336 -3.514 2.081
H 4.695 -2.798 1.166
H 4.222 -1.657 3.114
H 4.218 0.278 4.541
O 2.766 2.556 4.046
C 3.517 2.649 5.231
H 3.217 1.888 5.959
H 4.591 2.561 5.035
H 3.306 3.637 5.637
H 1.489 2.223 1.890
H -0.522 3.388 -1.146
H -1.452 1.065 -3.889
H -2.940 1.987 -4.156
H -3.686 2.171 -1.135
H -4.924 0.602 0.303
H -4.979 -1.811 -0.252
H -3.393 -4.551 -3.287
H -3.574 -3.076 -4.268



CHCl2NO2 | ωB97M-V/def2-TZVPD

Computed properties:
E_LUMO = -0.01984 Ha
energy = -1164.1947 a.u.
gap between HOMO and LUMO = 11.199 eV
SMILES = O=[N+]([O-])C(Cl)Cl

Element x y z (Å)
C -0.211 0.483 0.152
N 0.089 -0.895 -0.367
O 1.074 -1.034 -1.022
O -0.689 -1.714 0.033
Cl -0.417 1.638 -1.088
Cl 1.176 0.981 1.226
H -1.022 0.542 1.065



- energy of number 3 (C19H28AsBr3ClF8ILiN2O6PV)?
  -14108.2422 a.u.



- Which of these has the highest energy?
  C4H7NO2



- Among the records above, which one has the highest energy?
  C4H7NO2



Repeat the sixth record exactly.
C4H7NO2 | ωB97M-V/def2-TZVPD

Computed properties:
E_LUMO (alpha / beta) = 0.00525 / 0.00525 Ha
energy = -361.6474 a.u.
gap between HOMO and LUMO (alpha / beta) = 8.221 / 8.222 eV

Element x y z (Å)
C 1.755 -0.123 0.722
C 0.412 -0.053 0.093
N -0.684 -0.527 0.539
O -0.668 -1.277 1.701
C -0.073 0.562 -1.250
C -1.521 0.451 -0.903
O 0.026 1.830 -1.584
H 2.105 -1.159 0.786
H 2.463 0.469 0.137
H 1.710 0.271 1.742
H -1.598 -1.476 1.872
H 0.212 -0.194 -2.027
H -2.264 -0.049 -1.530
H -1.874 1.276 -0.297